No. 1
{"formula": "C21H43Cl12N5O5", "method": "ωB97M-V/def2-TZVPD", "homo_lumo_gap_ev": [2.10, 7.89], "homo_ha": [-0.0127, -0.2256], "multiplicity": 2, "lumo_energy_ev": [1.751, 1.750], "total_charge": -1, "e_tot_ha": -6998.1707, "fmax_ha_per_bohr": 0.0649, "de_lowest_ev": 0.1555, "elements": ["Cl", "C", "C", "Cl", "H", "H", "H", "H", "Cl", "C", "C", "Cl", "H", "H", "H", "H", "C", "O", "N", "C", "C", "H", "H", "H", "H", "H", "H", "H", "C", "O", "N", "C", "C", "H", "H", "H", "H", "H", "H", "H", "C", "O", "N", "C", "C", "H", "H", "H", "H", "H", "H", "H", "C", "O", "N", "C", "C", "H", "H", "H", "H", "H", "H", "H", "C", "O", "N", "C", "C", "H", "H", "H", "H", "H", "H", "H", "C", "Cl", "Cl", "Cl", "Cl", "C", "Cl", "Cl", "Cl", "Cl"], "xyz": [[0.4532, -0.4592, 3.3269], [-0.0554, -0.1610, 1.6200], [1.0636, 0.3887, 0.7487], [2.5026, -0.6188, 0.8610], [-0.9516, 0.4594, 1.6312], [-0.3921, -1.1387, 1.2753], [1.2950, 1.3870, 1.1201], [0.7660, 0.5075, -0.2932], [-3.5141, 1.3511, 2.2753], [-3.3640, 2.8024, 3.3317], [-2.2424, 2.5511, 4.4187], [-0.5546, 2.7832, 3.7624], [-4.3313, 2.9655, 3.8069], [-3.1497, 3.7030, 2.7563], [-2.3913, 1.6358, 4.9916], [-2.3513, 3.3180, 5.1855], [2.9143, 2.8330, -1.6632], [2.5830, 3.1553, -0.5393], [2.9817, 3.6748, -2.7048], [2.7756, 5.1412, -2.6648], [3.6652, 3.2157, -3.9383], [3.3075, 1.8507, -1.9676], [2.3141, 5.3934, -3.6195], [3.7748, 5.5641, -2.5614], [2.0599, 5.4051, -1.8862], [3.7944, 2.1380, -3.8387], [3.0612, 3.3368, -4.8375], [4.6787, 3.6117, -4.0035], [0.5787, -1.0398, -3.8319], [0.2666, -0.0548, -3.1552], [1.7522, -1.3199, -4.5416], [2.9233, -0.3870, -4.5431], [1.8348, -2.4824, -5.5117], [-0.0443, -1.9443, -3.9092], [3.0815, 0.1489, -5.4790], [3.7861, -1.0345, -4.3871], [2.9458, 0.2720, -3.6751], [2.2518, -2.1302, -6.4552], [2.5071, -3.2359, -5.1013], [0.9283, -3.0536, -5.7121], [-2.3230, 5.0377, -0.7931], [-2.8565, 5.2108, -1.9057], [-1.3145, 4.1618, -0.6730], [-0.7399, 3.8890, 0.6495], [-0.6732, 3.4475, -1.8009], [-2.6038, 5.5277, 0.1520], [-1.0931, 2.9575, 1.0920], [-1.1721, 4.6004, 1.3532], [0.3245, 4.1054, 0.7400], [0.3124, 3.8123, -2.0901], [-0.6027, 2.3749, -1.6204], [-1.3062, 3.4538, -2.6882], [0.1178, -5.1224, 0.9350], [0.0566, -5.8195, -0.0977], [1.1650, -5.0978, 1.8053], [1.2412, -3.9522, 2.7016], [2.3094, -5.9566, 1.5545], [-0.6724, -4.4947, 1.3753], [2.0568, -3.3683, 2.2749], [1.5840, -4.2808, 3.6827], [0.3738, -3.2928, 2.7315], [2.5037, -6.6211, 2.3964], [2.1085, -6.7232, 0.8062], [3.1909, -5.3527, 1.3390], [-3.3899, -2.8216, 2.4563], [-2.2147, -3.0586, 2.1566], [-4.3340, -3.7905, 2.5372], [-5.6399, -3.5198, 3.0850], [-3.9780, -5.1796, 2.3280], [-3.7999, -1.8217, 2.6667], [-5.9361, -2.4995, 2.8415], [-5.5941, -3.5920, 4.1716], [-6.4668, -4.1586, 2.7747], [-4.1358, -5.7724, 3.2290], [-4.7277, -5.4851, 1.5982], [-2.9513, -5.3953, 2.0322], [5.0593, 2.7089, 2.4562], [5.6901, 2.5866, 0.7585], [5.3656, 4.2810, 3.1578], [3.3623, 2.4625, 2.4021], [5.8204, 1.5234, 3.5694], [-3.5212, -1.0922, -1.7272], [-3.5881, -1.2885, -3.5071], [-1.8522, -1.4168, -1.1180], [-3.9597, 0.5122, -1.2051], [-4.7002, -2.2125, -0.8743]], "forces_ev_per_a": [[0.0, 0.3, -0.1], [-0.3, -1.0, -0.4], [-0.8, 0.8, 0.8], [0.5, -0.2, -0.3], [0.3, 0.3, 0.0], [0.1, 0.0, -0.1], [0.4, 0.0, -0.1], [-0.1, -0.4, 0.0], [0.0, 0.7, 0.1], [1.2, -0.8, 1.0], [-0.9, 1.3, -0.5], [-1.1, -0.4, 0.5], [0.1, -0.2, 0.2], [0.2, -0.3, -0.2], [0.4, -0.4, -0.7], [0.1, 0.3, -0.2], [0.5, 0.7, 0.5], [-0.3, -0.3, -0.1], [0.4, 0.6, -2.1], [-0.2, -1.6, 0.0], [-0.4, -0.8, 1.2], [-0.4, -0.3, 0.4], [0.2, 0.3, 0.0], [-0.3, 0.6, 0.1], [0.4, 0.0, 0.2], [0.0, 0.0, 0.0], [0.1, 0.5, 0.1], [-0.1, 0.4, -0.3], [0.2, 0.2, 0.4], [1.5, -1.5, -1.6], [-0.4, 0.9, -0.3], [-0.4, -1.7, 0.4], [0.6, 0.7, 1.2], [-0.5, 0.3, 0.1], [-0.3, 0.1, 0.0], [0.3, 0.0, -0.2], [-0.7, 0.0, -0.2], [-0.1, 0.1, 0.0], [0.3, 0.1, 0.0], [-0.4, 0.8, 0.3], [-0.4, -0.7, -3.2], [0.2, 0.7, 2.1], [1.9, -0.8, 0.9], [-1.0, 1.0, 0.3], [-1.1, -0.3, -0.4], [-0.1, 0.0, -0.2], [0.6, -0.5, -0.5], [-0.2, 0.4, 0.0], [0.2, -0.7, -0.4], [0.0, 0.3, 0.4], [0.2, 0.0, 0.6], [-0.2, 0.5, 0.2], [0.1, -1.3, -1.0], [0.0, 1.2, 1.9], [-1.1, -0.7, -0.8], [1.8, -0.3, -0.4], [-0.1, -0.2, 0.6], [-0.4, 0.1, -0.9], [0.1, 0.6, 0.3], [-0.3, 0.1, 0.2], [-0.2, -0.6, 0.0], [0.2, 0.5, 0.7], [-0.2, 0.8, -0.6], [0.2, -0.2, -0.2], [0.9, -0.9, -0.6], [-1.2, 0.7, 0.6], [0.8, 0.1, 0.1], [0.0, 0.7, 0.6], [-0.9, -0.3, 0.0], [0.2, 0.1, -0.1], [0.1, 0.0, -0.1], [-0.1, -0.1, 0.3], [0.5, -0.3, -0.5], [-0.2, 0.1, 0.3], [0.4, -0.7, -0.3], [-0.2, 0.7, -0.4], [0.3, -0.3, -0.1], [0.1, 0.0, 1.0], [0.4, 0.7, -0.2], [-0.8, -0.3, 0.1], [0.0, 0.0, -0.7], [0.5, -0.1, 0.4], [-0.1, 0.0, -2.1], [1.6, -0.4, 0.5], [-0.4, 2.2, 0.2], [-1.7, -1.7, 1.1]]}

=====

No. 2
{"formula": "C3H3ClFO3Pd", "method": "ωB97M-V/def2-TZVPD", "homo_lumo_gap_ev": [8.66, 5.52], "homo_ha": [-0.5451, -0.5442], "multiplicity": 3, "lumo_energy_ev": [-6.170, -9.290], "total_charge": 1, "e_tot_ha": -1029.3269, "fmax_ha_per_bohr": 0.1623, "de_lowest_ev": 1.2816, "elements": ["Pd", "Cl", "C", "C", "O", "C", "O", "O", "F", "H", "H", "H"], "xyz": [[22.6752, 26.6345, -27.1241], [21.6214, 25.8823, -25.7464], [19.6504, 26.3457, -23.6979], [18.3293, 27.0632, -24.0212], [18.8165, 28.0622, -24.9239], [20.0536, 28.3738, -24.5821], [20.8005, 29.1163, -25.1535], [20.4631, 27.4999, -23.6430], [17.7674, 27.6632, -22.9897], [20.0562, 25.7067, -24.4823], [19.5673, 25.5954, -22.9115], [17.5719, 26.4498, -24.5093]], "forces_ev_per_a": [[4.6, 3.5, -6.0], [-3.7, -3.3, 5.2], [-1.6, 0.1, 0.0], [0.3, -1.3, -1.8], [-1.5, 0.3, -0.2], [1.3, -0.5, -1.1], [-0.7, 0.0, 0.5], [1.9, -0.6, 1.6], [-0.1, 0.4, 1.2], [-1.1, 0.1, -0.3], [0.4, 1.1, 1.1], [0.1, 0.2, -0.3]]}

=====

No. 3
{"formula": "CH4O4", "method": "ωB97M-V/def2-TZVPD", "homo_lumo_gap_ev": 10.77, "homo_ha": -0.3829, "lumo_energy_ev": 0.348, "e_tot_ha": -341.2132, "smiles": "C=O.OOO", "fmax_ha_per_bohr": 0.0823, "de_lowest_ev": 7.4027, "elements": ["C", "O", "H", "H", "O", "O", "O", "H", "H"], "xyz": [[-2.5962, -0.2531, -0.0630], [-3.5179, 0.5309, -0.1284], [-2.0862, -0.5320, 0.8836], [-2.2133, -0.7204, -0.9825], [1.6366, -0.9231, 0.1330], [2.6486, -0.2632, -0.4763], [2.6669, 1.1554, 0.0841], [1.6375, -0.3194, 0.8971], [1.8241, 1.3250, -0.3474]], "forces_ev_per_a": [[-0.7, 0.7, -0.3], [0.9, -0.7, 0.4], [-0.2, 0.2, -0.1], [0.1, -0.1, 0.0], [-1.6, 0.3, 1.5], [3.3, 2.2, -1.4], [-0.7, -2.7, -0.9], [-0.7, -1.0, 0.9], [-0.3, 1.2, -0.1]]}

=====

No. 4
{"formula": "C4H6N2", "method": "ωB97M-V/def2-TZVPD", "homo_lumo_gap_ev": 9.83, "homo_ha": -0.3403, "lumo_energy_ev": 0.565, "e_tot_ha": -265.3463, "fmax_ha_per_bohr": 0.0963, "de_lowest_ev": 5.1501, "elements": ["N", "C", "C", "C", "C", "N", "H", "H", "H", "H", "H", "H"], "xyz": [[2.1091, 0.9610, -0.8916], [1.6457, 0.1470, -0.1916], [0.6415, -0.4169, 0.6709], [-0.2964, 0.9132, 0.3177], [-1.1886, -0.1548, -0.4090], [-0.4001, -1.2770, 0.1427], [0.9851, -0.6406, 1.6920], [-0.7742, 1.1843, 1.2818], [0.7797, 1.5953, -0.4955], [-1.1377, -0.0764, -1.4999], [-2.2464, -0.2242, -0.1140], [-0.1178, -2.0108, -0.5034]], "forces_ev_per_a": [[1.1, -1.6, 0.3], [1.9, -0.2, -1.1], [0.2, 0.8, -0.1], [0.8, 0.0, 0.0], [-0.1, 0.3, -0.4], [0.2, 0.0, -0.2], [-0.1, 0.2, -0.4], [0.2, 0.6, -0.7], [-4.3, -0.6, 2.4], [0.0, 0.0, 0.1], [0.3, 0.2, -0.1], [0.0, 0.2, 0.2]]}

=====

No. 5
{"formula": "C8H10F2NP", "method": "ωB97M-V/def2-TZVPD", "homo_lumo_gap_ev": 9.38, "homo_ha": -0.3132, "lumo_energy_ev": 0.858, "e_tot_ha": -906.7080, "smiles": "CCN(c1ccccc1)P(F)F", "fmax_ha_per_bohr": 0.0753, "de_lowest_ev": 0.0000, "elements": ["C", "C", "N", "C", "C", "C", "C", "C", "C", "P", "F", "F", "H", "H", "H", "H", "H", "H", "H", "H", "H", "H"], "xyz": [[-1.5732, 2.8513, 0.4491], [-0.4304, 1.8711, 0.3860], [-0.8113, 0.4770, 0.1346], [0.2184, -0.4501, 0.0832], [1.4011, -0.3455, 0.7645], [2.4105, -1.3189, 0.6425], [2.2744, -2.3720, -0.1689], [1.0961, -2.5045, -0.9188], [0.1341, -1.5253, -0.8108], [-2.5618, 0.1810, -0.0963], [-2.7405, 0.0896, -1.7601], [-2.5194, -1.4577, 0.0531], [-2.3057, 2.4733, 1.1606], [-1.3140, 3.8894, 0.4402], [-2.1566, 2.7197, -0.4416], [0.2691, 2.2481, -0.3181], [0.3673, 1.8522, 1.2883], [1.6481, 0.5948, 1.3322], [3.2726, -1.1249, 1.2577], [3.0379, -3.2346, -0.1828], [0.9894, -3.4032, -1.7387], [-0.7060, -1.5107, -1.5558]], "forces_ev_per_a": [[-0.7, -1.7, 0.1], [2.4, -0.1, 2.5], [-2.9, 1.1, -0.2], [0.4, -1.2, -1.0], [1.1, 1.5, 0.9], [-0.3, 2.2, 1.4], [0.7, -3.7, -0.9], [0.1, -1.7, -2.0], [-1.4, -0.4, -1.7], [2.2, -2.0, -1.5], [0.3, 0.3, 1.7], [-0.1, 1.7, 0.2], [0.1, 1.0, 0.8], [0.3, 0.4, 0.7], [-0.2, 0.1, -1.1], [0.5, -0.1, -1.6], [-2.6, 0.4, -1.1], [-0.3, -1.4, -0.4], [0.4, -0.3, -0.1], [-1.1, 1.7, -0.1], [0.2, 2.5, 2.3], [0.8, -0.2, 1.0]]}

=====

No. 6
{"formula": "C4H9O2", "method": "ωB97M-V/def2-TZVPD", "homo_lumo_gap_ev": 7.18, "homo_ha": -0.1045, "lumo_energy_ev": 4.333, "total_charge": -1, "e_tot_ha": -308.2915, "fmax_ha_per_bohr": 0.0152, "de_lowest_ev": 1.4526, "elements": ["C", "C", "O", "H", "H", "H", "H", "C", "O", "C", "H", "H", "H", "H", "H"], "xyz": [[-1.5114, 1.5348, -1.3587], [-1.3416, 0.1789, -1.3488], [-1.3197, -0.6446, -0.3689], [-1.4902, 2.0150, -2.3318], [-1.8194, 2.1306, -0.5083], [-1.1893, -0.2654, -2.3543], [0.2161, -1.2483, -0.0658], [1.5757, -0.0472, 0.5947], [1.1825, -1.3446, 0.1559], [0.9975, 0.2795, 1.9580], [1.2388, 0.6765, -0.1535], [2.6698, -0.0545, 0.6364], [1.3360, 1.2569, 2.3083], [1.2718, -0.4951, 2.6827], [-0.0907, 0.2120, 1.9168]], "forces_ev_per_a": [[-0.2, -0.1, -0.4], [0.0, 0.0, 0.2], [-0.1, 0.1, 0.1], [0.0, 0.1, 0.0], [0.2, -0.1, 0.2], [0.1, 0.0, -0.1], [0.0, 0.0, 0.0], [-0.2, -0.7, -0.3], [0.1, 0.2, 0.2], [-0.2, -0.4, 0.2], [0.1, 0.2, 0.1], [0.0, 0.1, 0.0], [-0.1, 0.0, 0.1], [0.3, 0.1, 0.0], [0.0, 0.4, -0.2]]}

=====

No. 7
{"formula": "C5H12O3", "method": "ωB97M-V/def2-TZVPD", "homo_lumo_gap_ev": 10.31, "homo_ha": -0.3489, "lumo_energy_ev": 0.822, "e_tot_ha": -423.3667, "smiles": "C[C@H](O)[C@H](O)[C@@H](C)O", "fmax_ha_per_bohr": 0.0794, "de_lowest_ev": 2.3702, "elements": ["C", "C", "O", "C", "O", "C", "C", "O", "H", "H", "H", "H", "H", "H", "H", "H", "H", "H", "H", "H"], "xyz": [[1.4978, 0.2530, 1.2347], [1.2015, -0.6450, 0.0313], [2.2636, -0.4589, -0.8731], [-0.2401, -0.7517, -0.9102], [0.1146, -0.3341, -2.1731], [-1.3246, 0.2563, -0.4579], [-1.9186, 0.1234, 0.9240], [-0.6699, 1.5264, -0.7247], [1.6069, 1.2960, 0.9383], [2.4692, -0.0427, 1.6323], [0.7725, 0.1277, 2.0340], [1.2542, -1.6784, 0.4115], [1.9025, -0.6403, -1.7623], [-0.6049, -1.7818, -0.8626], [-0.0219, 0.8250, -1.9979], [-2.1188, 0.2064, -1.2130], [-1.1863, 0.1858, 1.7203], [-2.6616, 0.9055, 1.0876], [-2.4047, -0.8454, 1.0085], [0.0688, 1.4728, -0.0477]], "forces_ev_per_a": [[-0.4, -0.1, -0.4], [-0.8, -1.7, -0.7], [0.0, 0.0, -0.2], [1.0, 1.4, 2.1], [-0.6, 3.4, -0.5], [0.2, -0.4, -0.7], [0.0, 0.2, -0.1], [0.7, -0.2, 1.8], [-0.1, 0.2, 0.1], [0.0, 0.0, -0.1], [0.0, 0.2, 0.0], [0.0, 0.1, 0.1], [0.0, 0.2, 0.2], [0.2, 0.1, -0.2], [0.6, -4.0, -0.6], [0.0, 0.0, 0.2], [0.1, 0.1, 0.0], [0.0, -0.1, 0.0], [-0.1, -0.1, 0.0], [-0.9, 0.7, -1.2]]}

=====

No. 8
{"formula": "C5H9N3", "method": "ωB97M-V/def2-TZVPD", "homo_lumo_gap_ev": 8.71, "homo_ha": -0.2854, "lumo_energy_ev": 0.939, "e_tot_ha": -359.9913, "fmax_ha_per_bohr": 0.1172, "de_lowest_ev": 5.6039, "elements": ["C", "C", "C", "C", "C", "H", "H", "H", "H", "H", "H", "H", "H", "H", "N", "N", "N"], "xyz": [[-2.2802, -0.3434, 0.4533], [0.4367, -0.8484, -1.8730], [1.3088, -0.4210, -0.5391], [0.8870, 0.8648, 0.0901], [0.1463, -0.4199, 0.4877], [-2.4924, 0.8329, 0.7941], [-2.3041, -1.3637, 1.3212], [-3.1281, -0.5365, -0.1408], [0.9343, -0.7950, -2.9138], [2.1734, -0.7918, -0.1892], [0.3343, 1.5872, -0.4951], [1.1502, 2.1271, 1.6729], [2.5987, 1.7335, 0.7551], [0.2374, -1.2440, 1.3007], [-1.0205, -0.7077, -0.2842], [-0.7681, -1.0530, -1.5807], [1.7864, 1.3789, 1.1408]], "forces_ev_per_a": [[0.9, -2.1, 1.3], [4.2, 0.9, 0.6], [-5.4, 1.0, -2.4], [0.6, -0.7, 2.0], [1.1, -1.9, -0.7], [1.4, -3.2, -0.4], [-0.3, 3.9, -1.8], [-0.9, -0.5, -1.0], [-1.4, -0.8, 1.8], [3.1, -1.5, 0.5], [-0.2, -0.1, -0.1], [2.6, -1.9, -1.4], [1.8, 1.4, -0.7], [0.3, 2.5, -0.5], [-0.8, 0.8, 1.7], [-2.0, 1.5, -0.4], [-4.8, 0.6, 1.5]]}